# 1
Formula: CH3ClO
Source: the OMol25 dataset
Level of theory: ωB97M-V with the def2-TZVPD basis set

Properties
* charge: 0
* LUMO: -1.16 eV
* spin multiplicity: 1
* electronic energy: -575.19396 Eh
* Kohn-Sham gap: 8.461 eV

Structure (XYZ):
```
6
Properties=species:S:1:pos:R:3:lowdin_charge:R:1
C -0.099 -0.734 0.221 -0.417
O 0.491 1.508 0.112 -0.280
Cl -1.709 -0.657 -0.152 0.686
H 0.576 -0.930 -0.598 0.034
H 0.200 -0.891 1.238 0.039
H 0.540 1.702 -0.821 -0.063
```

***

# 2
Formula: CH3ClO2S
Source: the OMol25 dataset
Level of theory: ωB97M-V with the def2-TZVPD basis set

Properties
* charge: 0
* LUMO (alpha / beta): -1.01 / -0.05 eV
* spin multiplicity: 1
* electronic energy: -1048.64900 Eh
* Kohn-Sham gap (alpha / beta): 7.036 / 8.594 eV

Structure (XYZ):
```
8
Properties=species:S:1:pos:R:3:lowdin_charge:R:1
C 0.819 -0.106 -0.190 -0.157
O -1.623 2.050 -0.147 -0.627
O 1.764 -0.367 0.755 -0.049
S -1.593 0.820 0.666 0.519
Cl -2.379 -0.916 -0.302 0.044
H 0.664 0.911 -0.573 0.043
H 0.416 -1.062 -0.825 0.109
H 1.932 -1.330 0.617 0.118
```

***

# 3
Formula: CH3ClO3P
Source: the OMol25 dataset
Level of theory: ωB97M-V with the def2-TZVPD basis set

Properties
* charge: -1
* LUMO: 3.28 eV
* spin multiplicity: 1
* electronic energy: -1067.19230 Eh
* Kohn-Sham gap: 6.848 eV

Structure (XYZ):
```
9
Properties=species:S:1:pos:R:3:lowdin_charge:R:1
C 0.007 -0.032 -0.176 -0.214
O -0.073 1.036 -2.772 -0.336
O -0.850 -1.393 -2.455 -0.342
O 4.139 -1.592 -1.678 -0.965
P -0.134 -0.200 -1.995 0.433
Cl 2.719 -0.707 -1.799 0.326
H 0.027 -1.025 0.257 0.041
H 0.910 0.512 0.057 0.014
H -0.864 0.525 0.174 0.042
```

***

# 4
Formula: CH3ClOS2
Source: the OMol25 dataset
Level of theory: ωB97M-V with the def2-TZVPD basis set

Properties
* charge: 0
* LUMO: -0.16 eV
* spin multiplicity: 1
* electronic energy: -1371.67673 Eh
* Kohn-Sham gap: 9.019 eV

Structure (XYZ):
```
8
Properties=species:S:1:pos:R:3:lowdin_charge:R:1
C 0.604 0.092 -0.437 -0.644
O -0.643 0.704 -0.402 -0.155
S 1.789 1.019 0.598 0.463
S 3.354 0.782 -0.580 0.057
Cl 4.289 -0.863 0.310 0.002
H -1.426 0.270 -0.931 0.161
H 0.731 -0.841 0.046 0.044
H 1.070 0.048 -1.478 0.071
```

***

# 5
Formula: CH3ClOSi
Source: the OMol25 dataset
Level of theory: ωB97M-V with the def2-TZVPD basis set

Properties
* charge: 0
* LUMO: 0.20 eV
* spin multiplicity: 1
* electronic energy: -864.80518 Eh
* Kohn-Sham gap: 9.716 eV

Structure (XYZ):
```
7
Properties=species:S:1:pos:R:3:lowdin_charge:R:1
C -0.684 0.202 1.000 -0.400
O -1.748 0.749 1.193 -0.015
Si 0.253 -0.320 -0.661 0.176
Cl -0.199 0.732 -2.258 0.304
H 0.154 -0.010 1.713 0.053
H 1.708 0.334 -0.353 -0.022
H 0.517 -1.688 -0.635 -0.096
```

***

# 6
Formula: CH3ClS2
Source: the OMol25 dataset
Level of theory: ωB97M-V with the def2-TZVPD basis set

Properties
* charge: 0
* LUMO: -0.11 eV
* spin multiplicity: 1
* electronic energy: -1296.35015 Eh
* Kohn-Sham gap: 9.123 eV

Structure (XYZ):
```
7
Properties=species:S:1:pos:R:3:lowdin_charge:R:1
C -0.143 0.513 0.207 -1.600
S 1.529 0.263 0.148 0.653
S -1.059 -0.696 -0.931 0.604
Cl -0.604 2.148 -0.110 0.517
H -0.662 -0.013 1.730 0.188
H 1.550 -0.556 -0.837 -0.178
H -0.610 -1.659 -0.206 -0.184
```

***

# 7
Formula: CH3ClS2
Source: the OMol25 dataset
Level of theory: ωB97M-V with the def2-TZVPD basis set

Properties
* charge: 0
* LUMO (alpha / beta): -3.24 / -3.24 eV
* spin multiplicity: 1
* electronic energy: -1296.34156 Eh
* Kohn-Sham gap (alpha / beta): 5.894 / 5.911 eV

Structure (XYZ):
```
7
Properties=species:S:1:pos:R:3:lowdin_charge:R:1
C -0.079 -0.375 0.178 -0.551
S -1.471 -1.445 0.405 0.551
S -3.712 0.686 0.978 0.036
Cl -4.377 -0.097 -0.728 -0.073
H 0.768 -0.785 -0.232 0.008
H 0.244 -0.118 1.122 -0.008
H -0.380 0.451 -0.470 0.038
```

***

# 8
Formula: CH3F2NO
Source: the OMol25 dataset
Level of theory: ωB97M-V with the def2-TZVPD basis set

Properties
* charge: 0
* LUMO: 1.12 eV
* spin multiplicity: 1
* electronic energy: -369.50601 Eh
* Kohn-Sham gap: 9.782 eV

Structure (XYZ):
```
8
Properties=species:S:1:pos:R:3:lowdin_charge:R:1
C -0.476 -1.568 0.061 -0.272
N 0.127 0.920 0.508 -0.084
O 0.450 -0.051 -0.381 -0.187
F 0.124 -2.457 -0.663 0.142
F -1.726 -1.438 -0.409 0.082
H -0.499 -1.535 1.178 0.160
H 0.791 1.364 1.095 0.066
H -0.661 1.426 0.090 0.093
```

***

The lowest electronic energy belongs to which entry?
CH3ClOS2

***

Which of these has the lowest charge?
CH3ClO3P